# 1
Formula: C16H31IrN3O5PS3
Source: OMol25
Level of theory: ωB97M-V/def2-TZVPD

Element x y z (Å)
Ir: -0.118 -1.689 -0.240
N: 0.588 -2.117 2.106
C: 1.890 -1.494 2.274
C: 2.835 -1.987 1.177
N: 2.291 -1.641 -0.120
H: -0.108 -1.718 2.722
H: 0.634 -3.124 2.215
H: 2.335 -1.703 3.263
H: 1.760 -0.415 2.158
H: 2.910 -3.077 1.233
H: 3.834 -1.555 1.351
H: 2.800 -2.075 -0.879
H: 2.273 -0.633 -0.274
S: -3.333 -1.969 -3.619
C: -2.213 -1.844 -2.375
S: -0.501 -1.761 -2.676
S: -2.666 -1.801 -0.709
C: 3.700 2.708 -0.199
C: 2.422 3.358 0.339
C: 1.798 4.215 -0.760
C: 2.744 4.235 1.555
O: 1.520 2.374 0.816
P: 0.642 1.411 -0.197
O: 1.502 0.926 -1.300
O: 0.022 0.405 0.741
O: -0.494 2.393 -0.791
C: -1.665 2.767 -0.076
C: -2.171 4.035 -0.771
C: -1.358 3.067 1.389
C: -2.706 1.656 -0.187
H: 4.367 3.461 -0.616
H: 3.427 2.003 -0.979
H: 4.219 2.179 0.598
H: 2.509 4.960 -1.112
H: 0.917 4.722 -0.376
H: 1.497 3.577 -1.585
H: 3.435 5.028 1.281
H: 3.184 3.628 2.342
H: 1.827 4.677 1.937
H: -1.420 4.819 -0.706
H: -3.092 4.379 -0.306
H: -2.352 3.824 -1.820
H: -0.676 3.911 1.464
H: -0.881 2.202 1.837
H: -2.275 3.299 1.926
H: -2.917 1.448 -1.233
H: -3.631 1.940 0.309
H: -2.322 0.746 0.263
O: -0.096 -4.015 -0.038
N: -1.164 -4.666 -0.503
C: -2.227 -4.906 0.335
C: -3.314 -5.606 -0.100
C: -3.389 -6.068 -1.416
C: -2.314 -5.749 -2.273
C: -1.238 -5.056 -1.807
H: -2.119 -4.501 1.328
H: -4.124 -5.789 0.588
H: -4.247 -6.610 -1.772
H: -2.346 -6.035 -3.312
H: -0.406 -4.751 -2.423

* <S²>: 8.770
* E_LUMO (alpha / beta): 2.396 / 1.480 eV
* ΔE to the lowest compared entry with this formula, charge and spin: 35.2 kcal/mol
* charge: -1
* E_HOMO (alpha / beta): -1.11 / -3.98 eV
* multiplicity: 6

Here are the Löwdin charges for atoms 1 to 5, given in e:
1. Ir 0.8769
2. N -0.0623
3. C -0.2759
4. C -0.2653
5. N -0.0557



# 2
Formula: C16H31MgNOP2
Source: OMol25
Level of theory: ωB97M-V/def2-TZVPD

Element x y z (Å)
P: -0.284 -1.943 -0.795
P: 0.043 1.297 -1.828
C: -0.626 -1.266 -2.508
C: 0.191 -0.068 -3.029
H: -1.702 -0.992 -2.493
H: -0.494 -2.082 -3.257
H: 1.259 -0.279 -3.247
H: -0.269 0.334 -3.962
C: -1.471 2.175 -2.534
H: -1.740 3.021 -1.889
H: -2.345 1.513 -2.606
H: -1.252 2.586 -3.526
C: 1.366 2.505 -2.280
H: 1.097 3.092 -3.166
H: 2.292 1.948 -2.461
H: 1.540 3.211 -1.460
C: -1.409 -3.398 -1.057
H: -1.296 -4.150 -0.261
H: -1.201 -3.908 -2.012
H: -2.459 -3.062 -1.092
C: 1.409 -2.506 -1.228
H: 2.096 -1.661 -1.299
H: 1.429 -2.954 -2.220
H: 1.750 -3.272 -0.530
Mg: -1.643 -2.466 1.909
C: -0.038 3.105 2.031
C: -1.217 2.798 1.478
C: -1.401 1.564 0.667
C: -0.921 0.170 1.167
C: 0.365 -0.429 0.517
C: 1.492 0.506 0.052
C: 1.898 1.681 0.910
C: 1.111 2.182 2.197
C: 0.046 -3.584 2.631
H: 0.158 4.130 2.351
H: -1.966 3.605 1.367
H: -0.813 1.676 -0.302
H: -2.473 1.505 0.424
H: -0.718 0.203 2.248
H: -1.793 -0.551 1.000
H: 0.694 -1.032 1.426
H: 2.401 -0.011 -0.318
H: 1.992 2.531 0.199
H: 2.939 1.434 1.224
H: 0.838 1.338 2.859
H: 1.852 2.798 2.760
H: 0.921 -2.935 2.808
H: 0.196 -4.482 1.996
H: -0.474 -3.759 3.617
O: -0.075 0.041 5.375
C: -0.446 -0.722 4.505
N: -0.847 -1.439 3.641

* E_LUMO (alpha / beta): -1.129 / -0.877 eV
* ΔE to the lowest compared entry with this formula, charge and spin: 127.9 kcal/mol
* E_HOMO (alpha / beta): -6.43 / -6.10 eV

Here are the Löwdin charges for atoms 1 to 5, given in e:
1. P 0.8899
2. P 0.8952
3. C -0.3789
4. C -0.3813
5. H 0.0812



# 3
Formula: C16H31N3Ru
Source: OMol25
Level of theory: ωB97M-V/def2-TZVPD

Element x y z (Å)
Ru: -0.344 0.036 -0.059
C: 2.061 -0.767 -2.331
C: 1.740 -0.101 -1.022
C: 1.850 -0.835 0.175
C: 2.388 -2.242 0.125
C: 1.558 -0.234 1.460
C: 1.795 -1.045 2.696
C: 1.088 1.084 1.516
C: 0.657 1.731 2.805
C: 1.066 1.862 0.299
C: 0.733 3.325 0.394
C: 1.406 1.284 -0.959
C: 1.438 2.176 -2.164
H: 3.139 -0.701 -2.510
H: 1.595 -0.284 -3.185
H: 1.799 -1.823 -2.335
H: 2.921 -2.482 1.040
H: 3.085 -2.358 -0.700
H: 1.635 -3.023 -0.009
H: 1.317 -2.027 2.673
H: 1.509 -0.530 3.604
H: 2.869 -1.242 2.766
H: 1.481 2.293 3.253
H: 0.324 1.000 3.534
H: -0.160 2.428 2.637
H: 1.326 3.897 -0.317
H: 0.951 3.715 1.383
H: -0.318 3.530 0.176
H: 0.568 2.831 -2.218
H: 1.544 1.647 -3.104
H: 2.311 2.830 -2.070
N: -0.805 -1.870 0.796
C: -2.243 -2.230 0.651
C: -3.013 -0.979 1.046
N: -2.478 0.208 0.295
C: -3.193 0.422 -1.014
C: -2.565 -0.456 -2.095
N: -1.099 -0.160 -2.044
H: -0.193 -2.618 0.476
H: -0.643 -1.790 1.801
H: -2.480 -3.067 1.307
H: -2.423 -2.549 -0.370
H: -2.863 -0.778 2.109
H: -4.084 -1.077 0.874
H: -2.673 1.018 0.879
H: -3.085 1.477 -1.276
H: -4.256 0.219 -0.888
H: -2.964 -0.219 -3.081
H: -2.720 -1.515 -1.923
H: -1.005 0.769 -2.465
H: -0.544 -0.778 -2.634

* <S²>: 0.756
* E_LUMO (alpha / beta): -11.379 / -12.706 eV
* charge: +3
* E_HOMO (alpha / beta): -20.14 / -20.07 eV
* multiplicity: 2

Here are the Löwdin charges for atoms 1 to 5, given in e:
1. Ru 1.3264
2. C -0.0028
3. C -0.2438
4. C -0.2034
5. C 0.0188



# 4
Formula: C16H31NNiP2Se
Source: OMol25
Level of theory: ωB97M-V/def2-TZVPD

Element x y z (Å)
P: 0.195 -1.408 -2.747
P: 0.010 1.808 -2.634
C: -0.205 -0.473 -4.324
C: 0.285 0.979 -4.295
H: -1.298 -0.501 -4.441
H: 0.237 -1.015 -5.173
H: 1.365 1.018 -4.494
H: -0.220 1.575 -5.070
C: -1.587 2.660 -2.986
H: -1.811 3.356 -2.160
H: -2.410 1.928 -3.033
H: -1.556 3.225 -3.927
C: 1.156 3.228 -2.843
H: 0.988 3.767 -3.786
H: 2.201 2.873 -2.818
H: 1.024 3.932 -2.004
C: -0.961 -2.818 -2.964
H: -0.765 -3.575 -2.186
H: -0.864 -3.293 -3.951
H: -2.001 -2.473 -2.836
C: 1.763 -2.224 -3.274
H: 2.578 -1.485 -3.333
H: 1.662 -2.725 -4.246
H: 2.050 -2.972 -2.515
Ni: -0.001 -0.006 3.858
C: 0.645 1.506 2.403
C: -0.696 1.443 2.316
C: -1.489 0.744 1.252
C: -1.860 -0.712 1.603
C: -0.799 -1.425 2.382
C: 0.540 -1.352 2.166
C: 1.218 -0.585 1.077
C: 1.628 0.850 1.474
C: -0.003 -1.466 5.347
H: 1.098 2.326 3.022
H: -1.296 2.194 2.914
H: -0.928 0.762 0.290
H: -2.431 1.306 1.036
H: -2.786 -0.688 2.227
H: -2.142 -1.269 0.692
H: -1.183 -2.276 2.998
H: 1.189 -2.129 2.662
H: 0.563 -0.547 0.177
H: 2.131 -1.130 0.733
H: 2.611 0.791 1.999
H: 1.819 1.461 0.572
H: 0.877 -1.300 6.164
H: 0.385 -2.429 4.898
H: -0.928 -1.637 5.789
Se: -0.001 0.011 8.860
C: -0.002 0.012 7.166
N: 0.007 0.156 5.962

* <S²>: 2.021
* E_LUMO (alpha / beta): 0.258 / -0.251 eV
* E_HOMO (alpha / beta): -5.62 / -7.80 eV
* multiplicity: 3

Here are the Löwdin charges for atoms 1 to 5, given in e:
1. P 0.8051
2. P 0.7990
3. C -0.4478
4. C -0.4477
5. H 0.0716



# 5
Formula: C16H32AgAsF6O12
Source: OMol25
Level of theory: ωB97M-V/def2-TZVPD

Element x y z (Å)
Ag: 0.924 1.573 -1.812
As: 5.415 4.924 -4.780
F: 6.654 5.419 -6.022
F: 6.157 3.267 -4.644
F: 4.079 4.498 -3.669
F: 4.728 6.613 -4.921
F: 4.314 4.324 -6.080
F: 6.422 5.426 -3.446
C: -4.985 4.830 1.048
C: -4.090 5.743 0.225
O: -4.481 5.776 -1.212
C: -3.946 4.942 -2.104
O: -2.859 4.405 -1.966
O: -4.670 5.074 -3.233
C: -4.535 4.085 -4.297
H: -5.948 5.333 1.126
H: -4.632 4.771 2.078
H: -5.067 3.818 0.651
H: -3.071 5.357 0.221
H: -4.017 6.622 0.865
H: -4.429 3.101 -3.840
H: -3.703 4.311 -4.964
H: -5.482 4.181 -4.829
C: 4.463 -5.897 -5.622
C: 3.642 -6.160 -4.335
O: 3.183 -4.915 -3.757
C: 3.980 -3.925 -3.066
O: 3.511 -2.859 -2.667
O: 5.155 -4.472 -2.805
C: 6.237 -3.651 -2.270
H: 5.265 -5.172 -5.483
H: 3.790 -5.418 -6.333
H: 4.741 -6.849 -6.074
H: 4.209 -6.657 -3.548
H: 2.817 -6.802 -4.645
H: 5.933 -3.343 -1.270
H: 6.297 -2.725 -2.842
H: 7.165 -4.220 -2.212
C: -0.924 0.906 6.537
C: 0.249 1.955 6.467
O: 0.570 2.351 5.124
C: 1.357 1.666 4.354
O: 1.471 1.912 3.128
O: 1.962 0.669 4.971
C: 2.844 -0.146 4.204
H: -1.247 0.731 7.563
H: -0.640 -0.004 6.009
H: -1.775 1.277 5.966
H: 1.108 1.598 7.034
H: -0.031 2.901 6.931
H: 3.569 0.437 3.636
H: 2.260 -0.686 3.459
H: 3.296 -0.890 4.860
C: -5.754 -3.025 3.186
C: -4.913 -2.273 2.138
O: -3.765 -3.100 2.062
C: -2.729 -2.665 1.326
O: -2.620 -1.571 0.748
O: -1.815 -3.608 1.075
C: -1.801 -4.917 1.707
H: -5.374 -3.003 4.208
H: -6.018 -4.059 2.967
H: -6.701 -2.497 3.295
H: -4.732 -1.288 2.568
H: -5.446 -2.224 1.188
H: -2.156 -5.685 1.020
H: -2.517 -4.993 2.525
H: -0.892 -5.096 2.282

* E_LUMO: -4.253 eV
* ΔE to the lowest compared entry with this formula, charge and spin: 170.4 kcal/mol
* E_HOMO: -10.57 eV

Here are the Löwdin charges for atoms 1 to 5, given in e:
1. Ag 0.9953
2. As 0.8937
3. F -0.3133
4. F -0.3250
5. F -0.3342